# 1
C5H15NP | wB97M-V/def2-TZVPD

The geometry in XYZ format:
```
22
C5H15NP (wB97M-V/def2-TZVPD)
C 3.331 0.693 1.011
C -1.055 1.716 0.189
C -2.020 -2.086 -0.743
C 2.687 1.058 -0.072
C -1.311 0.667 -1.003
N -0.167 -1.114 1.197
P -0.707 -0.946 -0.418
H 0.348 -1.397 -1.084
H 3.179 -0.360 1.337
H 4.136 1.190 1.397
H -1.447 2.701 -0.173
H -1.722 1.260 0.889
H -0.087 1.844 0.646
H -3.028 -1.974 -0.379
H -1.729 -3.033 -0.370
H -1.955 -2.298 -1.781
H 2.496 2.101 -0.363
H 2.213 0.425 -0.797
H -1.056 0.824 -1.994
H -2.380 0.627 -0.819
H -0.579 -0.792 2.057
H 0.854 -1.106 1.273
```

Computed properties:
Energy relative to the best compared isomer or geometry (same formula, charge and spin)   1.360 eV
LUMO level   -0.11318 Ha
Net charge   +1

# 2
C3H9NO | wB97M-V/def2-TZVPD

The geometry in XYZ format:
```
14
C3H9NO (wB97M-V/def2-TZVPD)
N -0.687 0.241 0.292
C 0.231 0.316 -0.869
C 0.758 -2.121 -1.097
C 0.489 -0.945 -1.635
H -1.620 0.320 -0.126
H -0.802 -0.735 0.564
H 1.183 0.746 -0.559
H -0.130 1.139 -1.491
H 0.915 -2.958 -1.772
H 0.904 -2.245 -0.034
H 0.463 -0.871 -2.717
H -0.892 2.783 2.492
H -0.563 1.503 1.730
O -0.421 1.942 2.596
```

Computed properties:
Energy relative to the best compared isomer or geometry (same formula, charge and spin)   1.474 eV
SMILES   C=CCN.O
LUMO level   0.03361 Ha

# 3
C13H17Cl2NO2PRe | wB97M-V/def2-TZVPD

The geometry in XYZ format:
```
37
C13H17Cl2NO2PRe (wB97M-V/def2-TZVPD)
C -0.477 -2.842 -3.404
C -0.981 -1.471 -2.958
H -1.370 -3.371 -3.771
H -0.056 -3.408 -2.556
H 0.293 -2.778 -4.189
O -1.969 -0.935 -3.406
Cl 2.465 -1.581 -2.485
Re 0.407 -1.059 -1.478
P 0.242 1.091 -2.054
C -1.227 2.049 -1.545
C 1.478 2.368 -1.566
H 1.165 0.712 -4.229
H 0.275 2.287 -4.101
H -0.629 0.729 -4.265
C 0.264 1.218 -3.863
H 2.475 1.927 -1.489
H 1.487 3.162 -2.318
H -1.368 2.853 -2.274
H -1.041 2.482 -0.558
H 1.198 2.783 -0.593
H -2.133 1.443 -1.503
C -1.450 -0.747 -0.885
O -2.578 -0.703 -0.603
Cl 1.915 -0.080 0.115
N -0.274 -1.539 0.918
C -0.114 -0.894 1.898
C 0.066 -0.442 3.236
C -1.087 -0.178 3.996
C -0.994 -0.187 5.394
C 0.250 -0.393 5.998
C 1.425 -0.475 5.241
C 1.340 -0.460 3.844
H -2.032 -0.002 3.469
H -1.908 -0.044 5.981
H 0.307 -0.464 7.078
H 2.403 -0.563 5.721
H 2.233 -0.490 3.206
```

Computed properties:
Energy relative to the best compared isomer or geometry (same formula, charge and spin)   2.527 eV
2S+1   4
LUMO level (alpha / beta)   -0.49404 / -0.52848 Ha
Net charge   +3
Expectation value of S²   4.131

# 4
C18H23N3PS2Se2V | wB97M-V/def2-TZVPD

The geometry in XYZ format:
```
50
C18H23N3PS2Se2V (wB97M-V/def2-TZVPD)
V 1.187 -1.148 0.390
S 3.540 -1.486 0.582
C 3.882 0.178 0.814
C 5.029 0.592 1.488
C 5.266 1.940 1.739
C 6.454 2.337 2.371
N 7.459 2.639 2.847
C 4.323 2.913 1.323
C 3.211 2.506 0.584
C 3.006 1.169 0.296
S 1.732 0.726 -0.793
C 4.516 4.262 1.635
N 4.671 5.380 1.874
H 5.731 -0.157 1.831
H 2.496 3.231 0.219
C -3.902 -1.155 0.165
C -2.476 -1.697 0.132
C -2.123 -2.304 1.488
P -1.084 -0.545 -0.354
C -1.190 -0.544 -2.230
C -0.347 -1.698 -2.767
C -2.573 -0.615 -2.877
C -1.537 1.242 0.037
C -2.578 1.971 -0.814
C -1.849 1.393 1.523
H -4.590 -1.981 0.363
H -4.189 -0.691 -0.774
H -4.005 -0.431 0.968
H -2.413 -2.492 -0.628
H -2.136 -1.538 2.263
H -1.117 -2.729 1.460
H -2.827 -3.098 1.744
H -0.703 0.401 -2.514
H -0.712 -2.656 -2.395
H 0.693 -1.579 -2.463
H -0.390 -1.720 -3.857
H -3.056 -1.565 -2.658
H -2.453 -0.554 -3.960
H -3.224 0.194 -2.563
H -0.564 1.729 -0.148
H -3.560 1.514 -0.731
H -2.278 2.015 -1.859
H -2.663 2.994 -0.448
H -2.843 1.023 1.766
H -1.794 2.439 1.818
H -1.115 0.838 2.107
Se 0.548 -5.651 -0.982
C 0.790 -4.012 -0.454
N 0.900 -2.887 -0.160
Se 0.854 -0.692 2.606
```

Computed properties:
Energy relative to the best compared isomer or geometry (same formula, charge and spin)   1.063 eV
2S+1   3
LUMO level (alpha / beta)   0.15832 / 0.15793 Ha
Net charge   -2
Expectation value of S²   2.047

# 5
C21H39BO11 | wB97M-V/def2-TZVPD

The geometry in XYZ format:
```
72
C21H39BO11 (wB97M-V/def2-TZVPD)
C -2.242 2.160 8.088
C -1.570 2.593 6.628
O -2.542 2.382 5.545
C -1.902 1.966 4.288
C -2.784 0.702 3.697
B -1.965 -0.281 2.665
C -1.013 0.184 1.407
C -1.608 -0.268 -0.079
C -0.262 -0.342 -1.069
C 0.475 -1.841 -0.995
C 1.077 -2.160 -2.506
C 2.324 -3.223 -2.514
C 3.792 -2.554 -2.865
O 3.842 -1.841 -4.152
C 4.729 -0.663 -4.102
H -1.384 2.079 8.914
H -2.760 1.102 8.022
H -2.987 2.999 8.466
H -1.282 3.745 6.744
H -0.589 1.946 6.532
H -0.785 1.630 4.384
H -1.927 2.882 3.530
H -3.767 1.091 3.175
H -3.126 0.066 4.643
H -2.044 -1.456 2.874
H -0.778 1.329 1.353
H 0.012 -0.396 1.523
H -2.181 -1.294 -0.053
H -2.370 0.575 -0.428
H -0.501 -0.021 -2.171
H 0.492 0.448 -0.608
H 1.309 -1.743 -0.168
H -0.285 -2.681 -0.619
H 1.320 -1.172 -3.092
H 0.183 -2.686 -3.092
H 2.075 -4.040 -3.343
H 2.416 -3.817 -1.502
H 4.547 -3.473 -2.959
H 4.196 -1.861 -2.012
H 5.868 -0.909 -4.285
H 4.406 0.024 -5.023
H 4.596 0.002 -3.139
C -7.852 2.464 4.071
C -6.447 2.125 4.453
O -6.469 0.714 4.550
C -7.504 0.278 3.774
O -7.709 -0.891 3.492
O -8.279 1.321 3.355
H -7.908 3.358 3.443
H -8.501 2.600 4.942
H -5.723 2.416 3.685
H -6.155 2.575 5.406
C -2.218 0.164 -5.077
C -3.195 1.185 -5.561
O -4.042 1.380 -4.445
C -3.330 1.017 -3.338
O -3.692 1.216 -2.190
O -2.161 0.403 -3.683
H -1.231 0.283 -5.532
H -2.566 -0.861 -5.246
H -2.715 2.137 -5.811
H -3.767 0.838 -6.426
C 10.092 -2.243 -2.987
C 10.035 -1.820 -4.419
O 8.876 -1.010 -4.474
C 8.656 -0.546 -3.209
O 7.841 0.315 -2.923
O 9.468 -1.170 -2.306
H 11.117 -2.382 -2.634
H 9.523 -3.159 -2.798
H 10.902 -1.218 -4.712
H 9.947 -2.670 -5.101
```

Computed properties:
SMILES   CCOCCBCCCCCCCOC.O=C1OCCO1.O=C1OCCO1.O=C1OCCO1
LUMO level   0.02065 Ha

# 6
C3H4BrF | wB97M-V/def2-TZVPD

The geometry in XYZ format:
```
9
C3H4BrF (wB97M-V/def2-TZVPD)
C 1.096 -1.379 -0.004
C 1.427 -0.142 -0.129
C -1.508 1.247 -0.028
F 2.495 0.566 0.012
Br -2.551 -0.288 0.149
H 1.715 -2.363 0.111
H -0.025 -1.466 -0.220
H -1.542 2.094 -0.736
H -1.108 1.731 0.845
```

Computed properties:
Energy relative to the best compared isomer or geometry (same formula, charge and spin)   5.168 eV
LUMO level (alpha / beta)   -0.00718 / -0.00791 Ha

# 7
C7H14 | wB97M-V/def2-TZVPD

The geometry in XYZ format:
```
21
C7H14 (wB97M-V/def2-TZVPD)
C -0.235 2.047 0.590
C 0.439 1.129 -0.366
C -2.069 -0.609 -0.757
C -1.767 -1.110 0.654
C 1.312 0.178 0.259
C 2.630 0.026 -0.537
C 1.668 -1.078 -0.548
H -0.251 1.767 1.657
H 0.341 2.981 0.490
H -1.248 2.303 0.258
H -3.088 -0.224 -0.849
H -1.391 0.196 -1.055
H -1.950 -1.407 -1.491
H -1.350 -0.317 1.279
H -2.665 -1.495 1.143
H -1.032 -1.920 0.636
H 1.399 0.073 1.346
H 2.701 0.654 -1.418
H 3.524 -0.041 0.074
H 1.885 -1.958 0.051
H 1.075 -1.254 -1.439
```

Computed properties:
Energy relative to the best compared isomer or geometry (same formula, charge and spin)   4.361 eV
LUMO level   0.02245 Ha

# 8
C4H9NO | wB97M-V/def2-TZVPD

The geometry in XYZ format:
```
15
C4H9NO (wB97M-V/def2-TZVPD)
C -0.250 -0.495 -1.437
N 0.131 0.251 -0.271
C 0.168 1.692 -0.415
C -0.275 -0.269 1.002
C 0.619 -1.429 1.536
O 0.881 -1.502 2.687
H -1.344 -0.434 -1.549
H -0.028 -1.558 -1.353
H 0.215 -0.119 -2.341
H 0.525 1.936 -1.410
H -0.845 2.081 -0.252
H 0.819 2.142 0.345
H -0.265 0.516 1.748
H -1.300 -0.653 0.932
H 0.950 -2.160 0.776
```

Computed properties:
Energy relative to the best compared isomer or geometry (same formula, charge and spin)   1.007 eV
2S+1   2
LUMO level (alpha / beta)   -0.13098 / -0.28824 Ha
Net charge   +1
Expectation value of S²   0.755

Number 1: E -595.2931 a.u.. Number 2: E -249.6595 a.u.. Number 3: E -2049.5512 a.u.. Number 4: E -7748.7097 a.u.. Number 5: E -1675.8136 a.u.. Number 6: E -2790.3740 a.u.. Number 7: E -274.9560 a.u.. Number 8: E -287.4638 a.u..